Density functional theory data (ωB97M-V/def2-TZVPD) for a molecular structure, C12H42N2O10 at a distorted geometry.

## Properties
- highest occupied orbital energy (Eh) = -0.329
- gap between HOMO and LUMO (hartree) = 0.295
- E_LUMO (eV) = -0.914
- 2S+1 = 1
- energy relative to the best compared isomer or geometry (same formula, charge and spin) (kcal/mol) = 508.6
- E_tot (a.u.) = -1343.442152

Structure (XYZ):
```
66
C12H42N2O10 ωB97M-V/def2-TZVPD
N 3.2047 -0.3052 -1.2535
H 3.1700 0.5555 -0.7263
H 3.1818 -1.1321 -0.6740
H 4.0041 -0.3336 -1.8701
H 2.3729 -0.3014 -1.8264
N 0.3685 -0.0586 -0.2939
O 1.0762 0.8597 -0.6761
O -0.3670 0.0834 0.6599
O 0.4241 -1.1453 -0.8964
C -1.7025 -0.0468 -2.3135
O -0.5704 -0.8778 -2.6628
H -2.2117 0.4228 -3.1551
H -2.4507 -0.6686 -1.8220
H -1.3669 0.7318 -1.6285
H 0.0466 -0.9957 -1.9368
C 0.7974 -3.4005 -0.5241
O 0.8077 -4.6371 -1.1915
H -0.0030 -3.4343 0.2151
H 1.7813 -3.1179 -0.1497
H 0.5742 -2.6091 -1.2396
H -0.0194 -4.7311 -1.6696
C 1.1752 3.2180 -2.3516
O 1.7522 1.9723 -2.4778
H 1.7766 3.7637 -1.6245
H 1.2299 3.7102 -3.3227
H 0.1033 3.0847 -2.2057
H 1.7985 1.6414 -1.5779
C -0.8578 2.8225 1.2843
C -0.0582 3.0649 -0.0115
C 0.2322 4.5660 -0.2372
O 1.2200 2.4536 0.1520
H -0.2290 3.1147 2.1254
H -1.1352 1.7774 1.4220
H -1.7853 3.3950 1.2939
H -0.5800 2.6810 -0.8881
H 0.4448 4.8941 0.7803
H -0.6570 5.0367 -0.6564
H 1.0492 4.7846 -0.9248
H 1.0526 1.5107 0.0849
C -4.1916 0.0858 1.5042
C -2.7121 -0.0961 1.3319
C -2.3999 -1.4262 0.7014
O -2.2130 0.9149 0.4942
H -4.7370 -0.2115 0.6085
H -4.4500 1.1351 1.6464
H -4.5847 -0.3707 2.4126
H -2.2211 0.0143 2.2987
H -2.8445 -2.3005 1.1768
H -1.3366 -1.6250 0.5673
H -2.8193 -1.4841 -0.3030
H -1.2686 0.7508 0.5479
C 0.8592 -1.2911 3.2744
C 1.4385 -2.2490 2.2272
C 0.8658 -3.7021 2.3572
O 1.3799 -1.7823 0.9752
H 0.9751 -1.6802 4.2860
H -0.1973 -1.0601 3.1386
H 1.3642 -0.3397 3.1072
H 2.4764 -2.4366 2.5026
H 1.2506 -4.4493 1.6632
H -0.2142 -3.7112 2.2103
H 1.1352 -4.0325 3.3604
H 0.5873 -1.2495 0.8777
O 1.7687 -0.0532 -2.7260
H 0.9603 -0.5537 -2.8365
H 1.4784 0.8543 -2.6340
```